Record 1
A cluster of 4 separate species, C20H20N4 in total. Source: the Open Molecules 2025 dataset; level of theory: ωB97M-V/def2-TZVPD.

Geometry as XYZ:
```
44
Properties=species:S:1:pos:R:3:lowdin_charge:R:1
N 5.234 13.591 18.869 0.05
N 1.187 16.770 18.417 0.06
N 4.316 22.667 27.587 0.05
N 3.436 18.225 23.472 0.05
C 0.373 18.932 17.771 -0.07
C 5.644 17.328 23.348 -0.07
C 4.019 16.721 21.715 -0.07
C 6.442 14.678 17.106 -0.07
C 6.955 13.468 16.680 -0.09
C -0.173 19.133 19.025 -0.08
C 3.134 17.581 22.349 -0.15
C 0.642 16.975 19.608 -0.18
C 2.112 21.096 26.909 -0.08
C 2.074 21.934 28.010 -0.08
C 5.743 12.437 18.459 -0.16
C 3.191 22.706 28.297 -0.16
C -0.052 18.122 19.966 -0.08
C 5.310 16.641 22.189 -0.08
C 6.601 12.321 17.369 -0.08
C 3.260 21.077 26.133 -0.08
C 4.667 18.102 23.950 -0.16
C 5.596 14.677 18.203 -0.16
C 4.334 21.861 26.528 -0.16
C 1.043 17.738 17.524 -0.16
H 5.135 15.612 18.508 0.10
H 0.351 19.674 16.985 0.10
H 3.328 20.524 25.204 0.08
H -0.493 18.230 20.947 0.10
H 6.673 17.308 23.681 0.10
H 6.922 11.337 17.055 0.10
H 0.714 16.176 20.342 0.11
H 1.176 22.003 28.608 0.10
H 2.140 17.766 21.960 0.08
H 7.649 13.361 15.854 0.11
H 5.278 21.833 25.994 0.10
H 3.176 23.363 29.161 0.10
H 3.722 16.177 20.826 0.09
H 6.036 15.977 21.737 0.11
H 4.865 18.592 24.899 0.10
H 1.287 20.449 26.636 0.11
H 1.452 17.565 16.533 0.10
H 6.626 15.578 16.537 0.10
H 5.481 11.545 19.020 0.10
H -0.703 20.055 19.232 0.11
```

Output
LUMO level, eV: 0.78
Charge: 0
Structure (SMILES): c1ccncc1.c1ccncc1.c1ccncc1.c1ccncc1
ΔE to the lowest compared entry with this formula, charge and spin, kcal per mole: 51.3
F_max, Eh/bohr: 0.0141

***

Record 2
A structure of composition C44H44Br2IN3O4ScSeTe. Source: the Open Molecules 2025 dataset; level of theory: ωB97M-V/def2-TZVPD.

Geometry as XYZ:
```
101
Properties=species:S:1:pos:R:3:lowdin_charge:R:1
I -6.762 -2.419 1.086 0.95
Te 0.163 -2.472 -5.189 1.31
Br -4.551 1.229 -2.011 0.72
Br -1.357 1.381 -2.291 0.79
Se -1.852 2.271 1.216 0.74
Sc -0.976 -0.141 0.321 0.75
O 0.266 0.358 4.287 0.08
O 0.579 0.533 1.115 -0.23
O -0.348 -2.158 1.252 -0.27
O -1.844 -1.875 -0.955 -0.32
N 0.994 -0.831 -1.150 0.07
N -6.329 2.630 2.764 0.06
N -2.819 -0.843 1.614 -0.02
C 1.074 1.065 3.707 -0.29
C -3.670 2.372 1.818 -0.61
C 0.704 5.285 3.610 -0.06
C 1.963 -0.226 -6.190 -0.15
C 3.359 -1.167 -1.622 -0.22
C 0.657 -0.524 -5.813 -0.57
C 0.741 -0.995 -2.598 -0.36
C 3.348 -0.037 3.333 0.05
C 2.593 -0.632 0.692 -0.06
C -5.926 3.205 1.637 -0.15
C 4.221 -0.749 2.509 -0.24
C -0.159 4.529 4.395 -0.06
C -4.084 1.829 3.032 -0.13
C 4.814 -0.399 -3.374 -0.06
C -3.559 -1.398 3.811 -0.03
C -3.978 -1.292 1.130 -0.19
C 2.207 -0.895 -0.709 -0.15
C 0.127 -2.408 2.590 -0.02
C 3.804 -0.149 -2.456 -0.02
C -4.638 3.113 1.137 -0.14
C 2.120 0.394 2.858 -0.10
C -2.624 -0.869 2.937 -0.16
C -2.705 -1.909 -2.110 -0.08
C 5.390 -1.659 -3.448 -0.07
C 1.697 4.673 2.860 -0.06
C 0.057 1.791 -6.118 -0.09
C 3.958 -2.422 -1.677 -0.06
C -0.993 -3.318 0.735 -0.15
C -3.014 2.361 -2.120 -0.98
C 0.973 2.534 3.687 -0.17
C -1.184 -3.128 -0.745 -0.14
C -5.400 1.969 3.444 -0.15
C 1.362 2.083 -6.481 -0.08
C 3.837 -1.023 1.200 0.04
C 1.754 0.099 1.546 -0.28
C -4.983 -1.797 1.941 -0.71
C 2.315 1.076 -6.517 -0.08
C 4.971 -2.666 -2.589 -0.06
C 1.245 -2.217 -3.353 -0.49
C 5.554 -1.210 3.019 -0.04
C -0.294 0.491 -5.781 -0.17
C 1.833 3.294 2.899 -0.01
C -4.761 -1.868 3.310 -0.10
C -0.030 3.155 4.434 -0.02
H -0.225 -3.113 -1.263 0.11
H 0.999 -3.062 2.537 0.12
H 5.429 -3.645 -2.638 0.11
H 6.364 -0.877 2.369 0.09
H -3.380 1.328 3.684 0.08
H 3.619 -3.212 -1.017 0.13
H -2.131 -2.158 -3.006 0.05
H -5.713 1.532 4.387 0.11
H 1.135 -3.148 -2.795 0.05
H -6.672 3.779 1.096 0.11
H -0.688 2.575 -6.096 0.11
H -3.485 -2.656 -1.946 0.11
H -1.797 -3.937 -1.149 0.15
H 0.390 -1.463 3.052 0.07
H -0.343 -0.973 -2.701 0.00
H -0.665 -2.885 3.172 0.11
H 3.636 0.184 4.354 0.14
H 6.174 -1.855 -4.167 0.11
H -0.369 -4.198 0.916 0.15
H -1.951 -3.455 1.250 0.14
H 1.108 -0.100 -3.112 0.10
H -0.697 2.546 5.028 0.12
H -5.518 -2.268 3.971 0.11
H -0.933 5.019 4.970 0.11
H 3.356 0.836 -2.400 0.13
H 2.707 -1.013 -6.227 0.10
H -4.119 -1.227 0.061 0.07
H -3.151 -0.928 -2.219 -0.02
H 2.364 5.266 2.250 0.11
H 4.533 -1.550 0.562 0.12
H 5.604 -2.299 3.072 0.09
H 0.601 6.362 3.584 0.11
H 5.153 0.391 -4.031 0.11
H -1.697 -0.441 3.304 0.10
H -3.355 -1.411 4.872 0.13
H -3.091 2.965 -3.016 0.01
H -4.399 3.641 0.224 0.08
H 2.600 2.803 2.315 0.12
H 5.748 -0.824 4.018 0.08
H 1.636 3.095 -6.749 0.11
H -2.917 2.916 -1.192 -0.07
H 3.331 1.301 -6.813 0.11
H 2.284 -2.130 -3.647 0.03
H -1.313 0.262 -5.493 0.08
```

Output
LUMO level, eV: -2.38
Charge: +1
F_max, Eh/bohr: 0.0103

***

Record 3
A cluster of 2 separate species, C4H13N4O in total in a non-equilibrium geometry. Source: the Open Molecules 2025 dataset; level of theory: ωB97M-V/def2-TZVPD.

Geometry as XYZ:
```
22
Properties=species:S:1:pos:R:3:lowdin_charge:R:1
O 0.963 0.917 0.951 -0.03
N 0.521 -1.572 0.884 0.21
N -0.197 -3.043 -0.703 0.16
N 0.909 2.889 -0.091 0.20
N -0.595 -0.779 -1.116 0.09
C -1.378 -1.247 -2.214 -0.06
C 0.448 2.053 0.927 -0.48
C -0.487 2.547 1.982 0.04
C 0.021 -1.724 -0.402 -0.33
H 0.586 -0.662 1.313 0.06
H -1.035 1.698 2.266 0.08
H -0.391 0.134 -0.904 0.11
H 0.585 3.822 -0.111 0.10
H 0.212 -3.883 -0.282 0.14
H -1.036 3.331 1.638 0.05
H 1.207 -2.170 1.106 0.07
H -2.411 -0.854 -2.253 0.11
H -1.693 -2.300 -2.136 0.09
H -0.998 -1.013 -3.211 0.11
H -0.609 -3.190 -1.665 0.11
H 0.229 2.879 2.769 0.13
H 1.562 2.636 -0.716 0.06
```

Output
LUMO level, eV: -2.62
Charge: +1
ΔE to the lowest compared entry with this formula, charge and spin, kcal per mole: 45.0
F_max, Eh/bohr: 0.1143

***

Record 4
A cluster of 2 separate species, C3H13N4 in total in a non-equilibrium geometry. Source: the Open Molecules 2025 dataset; level of theory: ωB97M-V/def2-TZVPD.

Geometry as XYZ:
```
20
Properties=species:S:1:pos:R:3:lowdin_charge:R:1
N -2.198 0.338 -0.883 0.18
N -0.686 -1.133 0.152 0.02
N 1.126 0.564 -1.134 -0.05
N 2.112 1.594 0.985 0.00
C 1.247 1.767 -0.159 -0.34
C -1.919 -0.777 -0.202 -0.13
C -0.510 -2.274 1.125 -0.01
H 0.202 1.958 0.203 0.10
H -0.225 -1.905 2.106 0.09
H 0.086 -0.511 -0.188 0.07
H -3.150 0.546 -1.122 0.13
H 2.087 0.183 -1.233 0.09
H 3.076 1.369 0.635 0.10
H -2.765 -1.413 0.137 0.17
H -1.499 -2.757 1.221 0.09
H 0.235 -2.978 0.754 0.09
H 1.554 2.650 -0.800 0.13
H -1.490 1.048 -1.008 0.10
H 0.911 1.021 -2.055 0.10
H 1.809 0.709 1.466 0.08
```

Output
LUMO level, eV: -3.15
Charge: +1
ΔE to the lowest compared entry with this formula, charge and spin, kcal per mole: 34.6
F_max, Eh/bohr: 0.0444